No. 1
Formula: C42H49AsN4O6ReS
Source: the Open Molecules 2025 dataset
Level of theory: ωB97M-V/def2-TZVPD

Geometry as XYZ:
```
104
Properties=species:S:1:pos:R:3
Re 0.27 0.67 0.62
C -0.06 -2.39 6.09
C -0.80 -2.92 4.86
C -1.00 -1.82 3.87
C -2.11 -1.02 3.72
C -3.48 -1.21 4.27
C -4.32 -1.93 3.21
C -1.78 -0.03 2.73
C -2.63 0.99 2.33
C -2.36 1.96 1.37
C -3.26 3.01 0.99
C -4.67 3.16 1.48
C -4.75 3.81 2.86
C -2.58 3.80 0.10
C -1.29 3.19 -0.09
C -0.31 3.66 -0.96
C 0.86 3.00 -1.28
N 1.25 1.80 -0.76
C 2.37 1.41 -1.45
C 3.12 0.28 -1.17
C 2.91 -0.62 -0.14
N 1.88 -0.58 0.76
C 2.07 -1.61 1.64
C 1.20 -1.95 2.66
C -0.02 -1.34 2.93
N -0.52 -0.26 2.24
C 3.27 -2.32 1.30
C 3.79 -1.72 0.18
C 4.95 -2.12 -0.65
C 4.56 -3.26 -1.59
C 3.75 -3.53 2.03
C 5.25 -3.54 2.35
C 2.68 2.39 -2.46
C 1.78 3.41 -2.32
C 1.70 4.68 -3.10
C 0.83 4.52 -4.35
C 3.75 2.21 -3.49
C 3.28 1.26 -4.60
N -1.19 2.06 0.67
C -3.06 5.00 -0.64
C -3.42 4.61 -2.07
H 0.09 -3.18 6.82
H -0.64 -1.60 6.56
H 0.91 -1.98 5.81
H -1.77 -3.32 5.16
H -0.23 -3.72 4.40
H -3.94 -0.25 4.51
H -3.45 -1.80 5.19
H -4.24 -1.41 2.26
H -5.37 -1.97 3.52
H -3.96 -2.95 3.07
H -3.59 1.04 2.81
H -5.14 2.18 1.51
H -5.23 3.78 0.77
H -4.19 3.23 3.59
H -5.79 3.86 3.19
H -4.35 4.82 2.84
H -0.52 4.58 -1.47
H 3.96 0.10 -1.82
H 1.45 -2.81 3.26
H 5.30 -1.28 -1.25
H 5.78 -2.42 -0.01
H 4.20 -4.11 -1.02
H 5.42 -3.58 -2.18
H 3.77 -2.93 -2.26
H 3.50 -4.43 1.46
H 3.22 -3.59 2.98
H 5.45 -4.26 3.14
H 5.58 -2.56 2.69
H 5.83 -3.83 1.48
H 2.70 4.99 -3.40
H 1.28 5.47 -2.47
H 1.27 3.80 -5.03
H 0.74 5.48 -4.86
H -0.17 4.18 -4.08
H 4.65 1.80 -3.03
H 4.00 3.18 -3.93
H 3.04 0.28 -4.19
H 4.05 1.16 -5.35
H 2.38 1.65 -5.08
H -2.27 5.76 -0.65
H -3.93 5.44 -0.14
H -2.56 4.18 -2.58
H -3.77 5.47 -2.64
H -4.21 3.86 -2.06
O -0.06 -0.64 -4.40
As 0.61 -1.61 -3.14
O 2.08 -2.04 -3.61
O 0.46 -0.72 -1.68
C -0.57 -3.02 -2.54
C -0.71 -4.29 -3.07
C -1.63 -5.15 -2.48
C -2.38 -4.74 -1.39
C -2.20 -3.47 -0.85
C -1.28 -2.63 -1.43
S -1.20 -0.76 -1.03
O -2.00 -0.45 -2.47
O -2.16 -0.76 0.06
O -1.51 0.72 -1.80
H -0.87 -0.24 -4.05
H -0.11 -4.60 -3.92
H -1.78 -6.14 -2.89
H -3.12 -5.40 -0.97
H -2.77 -3.14 0.00
```

LUMO (spin up / spin down) in eV: -1.65 / -1.55
Multiplicity: 2
Strongest force on any atom in eV Å⁻¹: 2.22
DFT total energy in a.u.: -5012.36321

***

No. 2
Formula: C42H49BF9N4O32
Source: the Open Molecules 2025 dataset
Level of theory: ωB97M-V/def2-TZVPD

Geometry as XYZ:
```
137
Properties=species:S:1:pos:R:3
C 3.90 4.17 3.36
C 3.44 4.09 1.83
C 4.46 4.13 0.64
C 3.88 4.00 -0.80
C 2.35 3.83 -1.09
C 1.87 3.69 -2.60
C 1.84 5.20 -3.22
C 2.97 2.88 -3.49
C 1.34 3.79 0.08
O -0.08 3.61 -0.02
C -0.72 4.61 -0.83
N -1.46 3.90 -1.92
C -1.59 4.18 -3.33
N -2.39 3.19 -4.03
C -2.80 2.25 -3.00
N -3.55 1.15 -3.08
C -4.09 0.65 -4.40
C -3.05 -0.53 -4.84
O -1.81 -0.37 -4.69
N -2.22 2.77 -1.79
O -2.52 2.05 -0.68
B -3.59 2.72 0.08
O -4.18 3.92 -0.48
O -3.92 2.15 1.35
C 1.91 3.93 1.53
H 3.80 5.21 3.83
H 3.21 3.48 3.96
H 4.96 3.75 3.49
H 5.59 4.25 0.81
H 4.63 4.04 -1.66
H 0.86 3.15 -2.71
H 0.95 5.39 -3.90
H 2.78 5.42 -3.85
H 1.74 5.92 -2.33
H 3.27 1.88 -3.04
H 2.55 2.73 -4.55
H 3.90 3.55 -3.58
H -1.48 5.16 -0.16
H 0.00 5.42 -1.21
H -1.14 5.06 -3.89
H -3.81 0.57 -2.26
H -4.17 1.47 -5.18
H -5.11 0.10 -4.27
H -3.39 -1.55 -5.24
H -4.93 3.60 -1.03
H -4.89 1.95 1.32
H 1.21 3.91 2.42
C -8.01 -0.19 1.17
C -7.91 -1.15 0.03
O -7.82 -0.30 -1.10
C -7.22 0.83 -0.65
O -6.72 1.66 -1.37
O -7.22 0.91 0.70
F -9.05 -1.89 -0.07
H -9.03 0.15 1.36
H -7.59 -0.60 2.10
H -7.05 -1.81 0.07
C -8.43 -0.90 -7.16
C -7.87 0.08 -6.17
O -7.02 -0.72 -5.37
C -6.60 -1.72 -6.19
O -5.66 -2.43 -5.94
O -7.35 -1.81 -7.31
F -8.85 0.59 -5.39
H -9.31 -1.43 -6.78
H -8.68 -0.43 -8.11
H -7.30 0.90 -6.62
C 4.66 -0.62 1.36
C 3.94 -0.43 2.65
O 4.97 -0.06 3.54
C 5.90 0.57 2.78
O 6.78 1.25 3.22
O 5.71 0.33 1.45
F 3.39 -1.59 3.08
H 5.09 -1.62 1.26
H 4.03 -0.42 0.49
H 3.17 0.35 2.62
C 9.77 -1.74 -0.17
C 8.50 -1.02 0.16
O 7.74 -2.00 0.84
C 8.66 -2.81 1.45
O 8.40 -3.58 2.32
O 9.91 -2.63 0.93
F 7.83 -0.68 -0.97
H 9.71 -2.31 -1.09
H 10.62 -1.06 -0.23
H 8.62 -0.14 0.80
C 8.96 -7.22 1.58
C 9.97 -8.00 2.37
O 11.02 -8.18 1.44
C 10.96 -7.11 0.61
O 11.85 -6.78 -0.12
O 9.78 -6.45 0.72
F 9.48 -9.21 2.72
H 8.30 -7.86 0.99
H 8.34 -6.58 2.22
H 10.34 -7.48 3.26
C 1.06 7.75 5.08
C 1.62 8.73 6.06
O 2.48 7.94 6.86
C 2.90 6.92 6.04
O 3.83 6.21 6.29
O 2.13 6.83 4.92
F 0.65 9.25 6.85
H 0.18 7.23 5.47
H 0.80 8.22 4.13
H 2.20 9.54 5.60
C -3.55 -1.84 1.40
C -3.53 -3.00 2.35
O -4.64 -2.75 3.18
C -5.53 -2.06 2.41
O -6.69 -1.91 2.68
O -4.94 -1.57 1.28
F -2.41 -2.98 3.11
H -3.03 -0.96 1.80
H -3.11 -2.09 0.43
H -3.64 -3.98 1.87
C 4.99 -5.15 -1.74
C 5.17 -5.64 -0.34
O 4.90 -4.49 0.44
C 4.03 -3.74 -0.30
O 3.39 -2.84 0.15
O 3.99 -4.15 -1.60
F 6.44 -6.03 -0.12
H 5.90 -4.69 -2.14
H 4.67 -5.93 -2.43
H 4.48 -6.44 -0.06
C -9.96 -4.96 1.31
C -10.35 -4.83 2.75
O -11.75 -5.02 2.73
C -11.98 -5.84 1.67
O -13.00 -6.44 1.49
O -10.91 -5.91 0.83
F -10.09 -3.58 3.21
H -10.07 -4.03 0.76
H -8.94 -5.33 1.19
H -9.88 -5.57 3.41
```

LUMO in eV: -2.98
Multiplicity: 1
Strongest force on any atom in eV Å⁻¹: 5.74
Total charge: +1
DFT total energy in a.u.: -5179.84693

***

No. 3
Formula: C42H49BGeN9O6SiSr
Source: the Open Molecules 2025 dataset
Level of theory: ωB97M-V/def2-TZVPD

Geometry as XYZ:
```
110
Properties=species:S:1:pos:R:3
Sr -0.61 0.32 -0.25
C 2.74 -2.04 4.58
N 2.44 -1.12 3.49
C 1.27 -0.68 3.02
N 1.43 -0.07 1.86
C 2.77 -0.19 1.65
N 3.42 -0.81 2.60
C 2.60 -3.47 4.11
C 1.76 -4.37 4.74
C 1.53 -5.63 4.20
C 2.12 -5.99 3.00
C 3.01 -5.11 2.39
C 3.26 -3.87 2.95
C 3.62 -5.33 1.07
N 4.84 -5.17 0.73
N 4.86 -5.14 -0.67
C 3.64 -5.29 -1.05
O 2.79 -5.46 0.00
C 3.06 -5.02 -2.37
C 2.19 -5.89 -3.03
C 1.58 -5.47 -4.19
C 1.78 -4.17 -4.67
C 2.63 -3.30 -4.00
C 2.79 -1.86 -4.43
N 2.67 -0.97 -3.29
C 1.79 -1.02 -2.29
N 2.00 -0.04 -1.43
C 3.07 0.60 -1.98
N 3.52 0.07 -3.09
C 3.30 -3.75 -2.87
H 2.06 -1.83 5.40
H 3.75 -1.81 4.90
H 0.34 -0.81 3.54
H 3.26 0.20 0.78
H 1.24 -4.07 5.65
H 0.85 -6.31 4.69
H 1.91 -6.95 2.54
H 3.93 -3.18 2.45
H 1.98 -6.87 -2.62
H 0.89 -6.12 -4.71
H 1.23 -3.83 -5.53
H 2.03 -1.60 -5.17
H 3.77 -1.66 -4.86
H 1.01 -1.76 -2.24
H 3.53 1.47 -1.55
H 3.95 -3.09 -2.32
O -5.23 2.49 2.39
C -4.12 2.03 2.39
C -3.75 0.56 2.40
O -4.52 -0.36 2.65
C -2.36 0.48 2.10
C -1.78 1.75 1.87
O -0.67 2.04 1.39
C -2.80 2.77 2.33
O -2.58 3.89 2.68
O -1.67 -0.69 2.02
C -3.34 -6.65 -0.29
C -3.01 -5.64 -1.38
C -1.59 -5.09 -1.25
C -1.19 -4.12 -2.35
Ge -1.54 -2.13 -2.17
C -3.47 -1.94 -2.74
C -4.00 -2.93 -3.78
C -3.34 -2.80 -5.15
C -3.83 -3.85 -6.13
H -4.34 -7.08 -0.41
H -3.29 -6.20 0.70
H -2.63 -7.48 -0.30
H -3.73 -4.81 -1.34
H -3.13 -6.10 -2.36
H -0.90 -5.94 -1.21
H -1.51 -4.61 -0.27
H -1.61 -4.46 -3.31
H -0.11 -4.18 -2.49
H -0.81 -1.71 -3.52
H -3.57 -0.92 -3.15
H -4.10 -1.96 -1.85
H -5.08 -2.80 -3.91
H -3.87 -3.96 -3.43
H -2.25 -2.86 -5.04
H -3.53 -1.79 -5.54
H -3.61 -4.85 -5.77
H -3.36 -3.74 -7.11
H -4.91 -3.78 -6.28
C -3.62 -2.83 1.26
Si -2.21 -2.31 2.35
C -0.67 -3.27 1.88
C -2.50 -2.50 4.21
C -3.52 -1.92 4.96
C -3.66 -2.18 6.31
C -2.79 -3.05 6.96
C -1.77 -3.65 6.23
C -1.64 -3.38 4.88
H -3.86 -3.87 1.52
H -3.30 -2.81 0.21
H -4.51 -2.23 1.38
H -0.85 -4.34 1.92
H 0.20 -3.05 2.49
H -0.42 -3.02 0.84
H -4.22 -1.25 4.48
H -4.46 -1.71 6.87
H -2.90 -3.25 8.01
H -1.09 -4.34 6.71
H -0.84 -3.87 4.33
B -1.58 3.66 -3.92
C -0.98 2.54 -2.96
N -0.53 1.73 -2.27
H -2.70 3.90 -3.55
H -1.55 3.20 -5.04
H -0.86 4.63 -3.81
```

LUMO in eV: 1.74
Multiplicity: 1
Strongest force on any atom in eV Å⁻¹: 1.39
Total charge: -1
DFT total energy in a.u.: -4996.26982

***

No. 4
Formula: C42H49F5O6S3
Source: the Open Molecules 2025 dataset
Level of theory: ωB97M-V/def2-TZVPD

Geometry as XYZ:
```
105
Properties=species:S:1:pos:R:3
O -0.70 4.08 -2.66
S -1.17 2.90 -3.28
O -1.20 1.63 -2.56
C -2.71 3.14 -3.94
C -2.58 2.91 -5.54
C -1.32 2.13 -5.67
C -0.28 2.64 -4.74
H -3.10 4.09 -3.95
H -3.36 2.36 -3.80
H -3.47 2.37 -5.88
H -2.27 3.83 -6.04
H -1.05 2.15 -6.82
H -1.60 1.17 -5.45
H -0.04 3.85 -5.02
H 0.69 2.07 -4.56
O 1.11 -0.73 -1.10
S 0.44 -0.98 0.16
O -0.26 -2.27 0.24
C 1.58 -0.87 1.46
C 1.23 0.47 2.20
C -0.37 0.68 1.87
C -0.67 0.32 0.61
H 2.61 -1.23 1.02
H 1.30 -1.73 2.09
H 1.38 0.49 3.18
H 1.59 1.46 1.64
H -0.77 1.54 2.28
H -0.80 -0.26 2.42
H -0.31 1.22 0.07
H -1.80 -0.08 0.36
O -1.77 -5.45 -3.41
S -1.60 -6.34 -2.35
O -0.60 -7.41 -2.39
C -1.39 -5.34 -0.96
C -2.59 -5.52 -0.10
C -3.29 -6.88 -0.52
C -3.19 -6.96 -1.93
H -1.00 -4.28 -1.34
H -0.59 -5.51 -0.49
H -2.32 -5.56 0.95
H -3.26 -4.89 -0.39
H -4.34 -6.86 -0.23
H -2.83 -7.69 -0.17
H -3.76 -6.11 -2.38
H -3.63 -7.92 -2.14
F 1.75 5.40 -1.28
C 2.46 4.28 -1.57
C 3.53 4.38 -2.52
C 4.23 3.35 -2.92
C 4.17 2.08 -2.26
C 3.08 1.89 -1.26
C 2.20 3.06 -0.95
H 3.87 5.29 -2.77
H 5.14 3.29 -3.53
H 4.89 1.24 -2.45
H 2.92 1.01 -0.78
H 1.19 2.94 -0.40
F 3.93 0.19 4.95
C 4.17 0.94 3.90
C 4.78 0.31 2.65
C 4.97 1.12 1.57
C 4.66 2.53 1.66
C 4.15 3.14 2.82
C 4.00 2.30 3.91
H 4.68 -0.73 2.72
H 5.42 0.72 0.60
H 5.01 3.15 0.73
H 3.82 4.11 2.90
H 3.69 2.81 4.74
F 1.12 -3.76 2.85
C 2.18 -4.68 2.67
C 1.98 -5.95 3.10
C 2.94 -6.91 2.80
C 4.08 -6.52 2.05
C 4.24 -5.23 1.69
C 3.23 -4.22 2.00
H 1.11 -6.30 3.64
H 2.77 -7.93 2.93
H 4.97 -7.16 1.96
H 5.27 -4.79 1.38
H 3.40 -3.16 1.54
F -4.51 0.71 -2.07
C -4.77 0.37 -0.74
C -4.56 -0.98 -0.34
C -5.04 -1.32 0.97
C -5.60 -0.39 1.90
C -5.80 0.96 1.42
C -5.34 1.25 0.11
H -4.04 -1.66 -0.97
H -4.99 -2.49 1.13
H -6.02 -0.66 2.83
H -6.18 1.53 2.20
H -5.42 2.41 -0.20
F 1.10 6.45 2.50
C -0.03 5.86 2.27
C -0.65 6.05 1.08
C -1.74 5.31 0.86
C -2.26 4.30 1.64
C -1.61 4.09 2.84
C -0.44 4.90 3.25
H -0.42 6.88 0.36
H -2.42 5.67 0.07
H -3.20 3.80 1.40
H -2.00 3.24 3.49
H -0.01 4.85 4.23
```

SMILES: O=S1(=O)CCCC1.O=S1(=O)CCCC1.O=S1(=O)CCCC1.Fc1ccccc1.Fc1ccccc1.Fc1ccccc1.Fc1ccccc1.Fc1ccccc1
LUMO in eV: 0.51
Multiplicity: 1
Strongest force on any atom in eV Å⁻¹: 10.02
DFT total energy in a.u.: -3774.67016